157
Properties=species:S:1:pos:R:3 method="wB97M-V/def2-TZVPD" de_lowest_kj_mol=14.1 lumo_energy_ev=-1.1972
Au 1.5270 1.7645 -0.8626
C 3.3304 1.3581 -4.8906
C 3.2947 0.0530 -4.0816
C 4.3004 -0.0921 -2.9539
C 5.1320 -1.2055 -2.9506
C 6.1037 -1.3834 -1.9790
C 6.2752 -0.4186 -1.0051
C 5.4749 0.7210 -0.9660
C 5.7346 1.7254 0.1325
C 7.0027 2.5474 -0.1222
C 4.4615 0.8594 -1.9294
N 3.5232 1.9264 -1.8585
C 3.8441 3.1732 -1.9596
C 2.9140 4.1834 -1.6618
C 2.9653 5.5765 -1.7355
C 1.7533 6.0395 -1.2198
C 1.0085 4.9119 -0.8453
N 1.7108 3.8036 -1.1151
H 2.6840 1.2586 -5.7677
H 4.3427 1.5799 -5.2425
H 2.9684 2.2068 -4.3161
H 3.4772 -0.7718 -4.7730
H 2.2883 -0.0931 -3.6833
H 5.0244 -1.9418 -3.7405
H 6.7345 -2.2657 -1.9930
H 7.0376 -0.5492 -0.2425
H 5.8487 1.1798 1.0720
H 4.8859 2.3860 0.2664
H 7.8906 1.9106 -0.1218
H 7.1309 3.3109 0.6498
H 6.9622 3.0512 -1.0930
H 4.8375 3.4524 -2.3085
H 3.7893 6.1608 -2.1224
H 1.4268 7.0651 -1.1236
H 0.0243 4.8620 -0.4021
C -4.2376 -0.7477 -6.6873
C -4.3303 -0.4018 -5.2258
C -4.8226 -1.3096 -4.2956
C -4.9555 -0.9759 -2.9535
C -5.4823 -1.9870 -1.9647
C -4.5867 0.3082 -2.5367
C -4.0669 1.2314 -3.4536
C -3.6592 2.6243 -3.0336
C -3.9397 0.8535 -4.7837
C -4.9215 0.7594 -1.1533
C -6.2823 1.0188 -0.9978
C -6.7941 1.5100 0.1763
C -5.9347 1.7854 1.2139
C -4.5613 1.5714 1.1090
C -4.0230 1.0123 -0.0861
Ge -2.0865 0.5733 -0.2535
S -0.7800 2.3409 -0.4275
S -1.2932 -0.7305 1.4055
Ge -0.1171 -1.5895 -0.3118
S 1.7871 -0.5429 -0.6115
S -1.5649 -0.8926 -1.8871
C 0.2634 -3.5328 -0.1942
C 0.3703 -4.3230 -1.3626
C 0.6096 -5.6919 -1.2570
C 0.7823 -6.2935 -0.0288
C 0.7451 -5.5208 1.1128
C 0.4927 -4.1497 1.0566
C 0.4854 -3.4831 2.3974
C 1.6479 -2.9136 2.9233
C 2.9372 -2.8082 2.1423
C 1.6391 -2.4837 4.2530
C 0.5250 -2.6294 5.0608
C 0.5672 -2.2818 6.5255
C -0.6306 -3.1745 4.5074
C -0.6677 -3.6086 3.1950
C -1.9135 -4.2615 2.6500
C 0.3920 -3.7875 -2.7583
C -0.7233 -3.8164 -3.5984
C -2.0827 -4.2595 -3.1130
C -0.5659 -3.4281 -4.9314
C 0.6635 -3.0196 -5.4357
C 0.8500 -2.6364 -6.8833
C 1.7522 -2.9905 -4.5762
C 1.6444 -3.3824 -3.2549
C 2.8781 -3.4295 -2.3856
C -3.8583 2.0476 2.3444
C -3.4465 3.3841 2.4411
C -3.4903 4.3404 1.2710
C -3.0570 3.8759 3.6866
C -3.0881 3.0895 4.8275
C -2.8369 3.6920 6.1903
C -3.4502 1.7521 4.7003
C -3.8479 1.2207 3.4808
C -4.3735 -0.1938 3.4128
H -4.6264 -1.7477 -6.8870
H -3.2069 -0.7065 -7.0251
H -4.8074 -0.0363 -7.2897
H -5.1284 -2.2992 -4.6274
H -5.6609 -2.9483 -2.4487
H -6.4188 -1.6562 -1.5108
H -4.7643 -2.1377 -1.1514
H -4.3128 3.0179 -2.2531
H -3.6882 3.3060 -3.8850
H -2.6368 2.6334 -2.6395
H -3.5448 1.5697 -5.5024
H -6.9389 0.8353 -1.8421
H -7.8566 1.7027 0.2751
H -6.3188 2.2016 2.1391
H 0.6895 -6.2751 -2.1692
H 0.9709 -7.3600 0.0377
H 0.9174 -5.9733 2.0848
H 2.8532 -3.2310 1.1425
H 3.7385 -3.3336 2.6696
H 3.2363 -1.7630 2.0351
H 2.5507 -2.0590 4.6702
H 1.4646 -1.7144 6.7716
H 0.5744 -3.1928 7.1293
H -0.3088 -1.7013 6.8220
H -1.5159 -3.2895 5.1292
H -2.7305 -4.1970 3.3705
H -1.7347 -5.3161 2.4243
H -2.2355 -3.7800 1.7235
H -2.0748 -4.5300 -2.0592
H -2.4381 -5.1225 -3.6852
H -2.7979 -3.4471 -3.2484
H -1.4294 -3.4580 -5.5894
H 0.0563 -3.0464 -7.5046
H 1.8041 -3.0082 -7.2622
H 0.8509 -1.5485 -7.0054
H 2.7230 -2.6821 -4.9577
H 3.7708 -3.2333 -2.9804
H 2.9889 -4.4092 -1.9140
H 2.8375 -2.6858 -1.5867
H -4.0089 3.9189 0.4129
H -2.4782 4.5993 0.9497
H -3.9963 5.2644 1.5574
H -2.7669 4.9223 3.7684
H -2.3366 4.6588 6.1143
H -2.2374 3.0362 6.8251
H -3.7864 3.8535 6.7071
H -3.4711 1.1167 5.5834
H -4.0477 -0.7698 4.2812
H -4.0301 -0.7093 2.5159
H -5.4670 -0.1921 3.3932
N 2.9527 1.9999 1.1747
C 2.6509 2.4639 2.1916
N 2.3039 3.0521 3.3155
C 1.0071 2.7127 3.9135
C 1.2134 1.7481 5.0696
C 2.1998 2.3439 6.0823
C 3.5357 2.6396 5.3999
C 3.3184 3.5876 4.2318
H 0.3566 2.2961 3.1448
H 0.5631 3.6429 4.2618
H 1.6138 0.8123 4.6688
H 0.2531 1.5208 5.5293
H 2.3448 1.6641 6.9200
H 1.7902 3.2761 6.4895
H 3.9682 1.7057 5.0264
H 4.2518 3.0811 6.0969
H 4.2351 3.7703 3.6779
H 2.9463 4.5463 4.6019